{"formula": "C3H5N2", "method": "the ωB97M-V functional and the def2-TZVPD basis", "elements": ["H", "H", "C", "C", "N", "C", "H", "H", "N", "H"], "positions_angstrom": [[-1.453240, -1.285837, 0.338013], [0.994901, -2.036180, 0.518511], [-0.567908, -0.767085, -0.222302], [0.969715, 0.951123, -0.196653], [0.725684, -1.112531, 0.173287], [-0.303150, 1.231650, 0.175322], [-0.674376, -0.288594, -1.330492], [-1.015483, 1.680878, -0.462545], [1.675262, -0.104328, -0.160970], [-0.351402, 1.730906, 1.167831]], "forces_ev_per_angstrom": [[1.72, 0.83, -1.47], [0.26, 0.41, -0.20], [0.70, -0.21, -0.69], [1.02, -3.53, -0.94], [-1.58, 0.98, -1.21], [0.61, 2.50, 1.94], [-0.04, -1.71, 2.75], [-0.57, 0.21, -0.97], [-1.93, 1.24, 0.88], [-0.19, -0.71, -0.10]], "total_energy_ha": -226.338959, "homo_ev": [-15.56, -15.56], "smiles": "C=C=N[NH+]=C", "charge": 1, "mol_weight_g_mol": 69.1, "e_lumo_ev": [-7.358, -7.356]}

---

{"formula": "C3H5N2", "method": "the ωB97M-V functional and the def2-TZVPD basis", "elements": ["H", "N", "H", "H", "H", "C", "C", "N", "H", "C"], "positions_angstrom": [[-0.223749, -0.481234, -2.168103], [-0.583933, 0.689972, -0.467854], [-0.676003, 1.491694, 1.536110], [1.015010, -1.913668, -1.077226], [-1.090018, 1.386913, -0.920958], [0.052045, -0.272006, -1.120880], [-0.360385, 0.802129, 0.798961], [0.759572, -1.069922, -0.447066], [0.847480, -0.466621, 2.406999], [0.259978, -0.167257, 1.460019]], "forces_ev_per_angstrom": [[0.32, 0.59, 0.43], [-0.64, 1.47, -2.26], [-0.93, 1.44, 0.01], [0.01, 1.38, 2.20], [-0.98, 1.15, -1.15], [-0.77, -1.43, -1.67], [1.80, -2.59, 4.53], [0.29, -1.16, 0.76], [-1.04, 0.36, -2.12], [1.93, -1.22, -0.73]], "total_energy_ha": -226.444698, "homo_ev": -15.23, "charge": 1, "mol_weight_g_mol": 69.1, "e_lumo_ev": -5.590}

---

{"formula": "C3H5N2", "method": "the ωB97M-V functional and the def2-TZVPD basis", "elements": ["H", "C", "C", "C", "H", "N", "H", "H", "N", "H"], "positions_angstrom": [[0.892195, 1.155466, 0.091357], [0.452219, 0.269312, -0.604408], [-0.094957, -0.145462, 1.707569], [0.110109, -0.715434, 0.494373], [-1.156004, -0.028628, -1.944099], [-0.713978, 0.260651, -1.147536], [-0.231466, -1.832932, 0.735367], [-1.238960, 0.957174, -0.725675], [0.534610, -0.126584, 2.694536], [1.446230, 0.206437, -1.301480]], "forces_ev_per_angstrom": [[-2.11, -1.13, -1.80], [9.31, 0.49, 1.08], [2.29, -0.28, 1.07], [-1.24, -4.18, 2.26], [-0.44, -1.85, -3.16], [-3.25, 3.66, -1.49], [1.23, 1.98, -2.33], [-2.37, 1.44, 1.19], [-0.86, 1.15, 1.88], [-2.55, -1.26, 1.29]], "total_energy_ha": -226.261477, "homo_ev": [-13.82, -16.69], "charge": 1, "mol_weight_g_mol": 69.1, "e_lumo_ev": [-4.277, -9.436], "multiplicity": 3}

---

{"formula": "C3H5N2", "method": "the ωB97M-V functional and the def2-TZVPD basis", "elements": ["H", "C", "H", "H", "C", "C", "H", "N", "H", "N"], "positions_angstrom": [[1.991209, -0.214328, 1.236450], [-0.144028, 0.864623, -0.014568], [2.251261, -0.407125, -0.613067], [-2.255801, 0.255650, 0.021748], [1.587580, 0.007585, 0.236495], [-1.418460, 1.037903, 0.187868], [-1.898119, 2.115684, 0.393877], [0.121312, -0.457691, 0.131509], [-0.250241, -0.965580, 0.892935], [1.096279, 1.261399, -0.124069]], "forces_ev_per_angstrom": [[0.09, 0.69, -0.32], [-0.99, -3.27, -1.32], [-0.87, 0.29, 1.54], [2.06, 1.05, 0.47], [1.67, -3.50, -2.84], [-8.14, 5.57, 0.17], [1.30, -2.50, -0.46], [3.97, -1.17, 0.86], [-1.15, -1.36, 0.69], [2.05, 4.21, 1.22]], "total_energy_ha": -226.324762, "homo_ev": [-15.29, -16.88], "charge": 1, "mol_weight_g_mol": 69.1, "e_lumo_ev": [-3.459, -8.812], "multiplicity": 3}

---

{"formula": "C3H5N2", "method": "the ωB97M-V functional and the def2-TZVPD basis", "elements": ["N", "C", "H", "C", "H", "C", "H", "N", "H", "H"], "positions_angstrom": [[0.718402, 0.524672, 1.282296], [-0.902639, 0.501985, -0.356334], [1.687657, -1.143776, 0.555963], [0.687018, 0.591085, -0.149198], [0.376957, 1.312693, 1.806567], [-0.269931, -0.376106, 0.723879], [-1.203668, 0.030697, -1.279922], [0.854194, -0.951971, -0.112094], [0.765974, -1.604901, -0.901815], [-1.582018, 1.435911, -0.201312]], "forces_ev_per_angstrom": [[-0.68, 0.62, -0.04], [0.02, 1.97, -0.26], [-1.67, 0.03, -1.60], [1.49, 1.67, -1.92], [-0.38, 0.47, -0.05], [-1.95, -2.60, 2.42], [0.07, -0.37, -0.03], [1.85, -0.57, 0.84], [-0.42, 0.58, 0.17], [1.67, -1.79, 0.49]], "total_energy_ha": -226.242669, "homo_ev": [-12.73, -16.59], "charge": 1, "mol_weight_g_mol": 69.1, "e_lumo_ev": [-3.437, -8.734], "multiplicity": 3}

---

{"formula": "C3H5N2O", "method": "the ωB97M-V functional and the def2-TZVPD basis", "elements": ["N", "C", "O", "H", "H", "H", "H", "H", "N", "C", "C"], "positions_angstrom": [[0.992647, 1.099767, -1.942501], [0.556324, 0.547611, -0.843400], [-0.591315, 0.884950, -0.188318], [-0.483357, -1.979731, 1.558666], [-0.696211, -0.568627, 2.605000], [0.655716, 2.024254, -2.230403], [-1.919632, -1.049872, 1.416205], [1.716913, 0.883885, -2.620088], [0.923147, -0.477631, 0.021458], [-0.937162, -1.069647, 1.597243], [-0.217070, -0.294959, 0.626138]], "forces_ev_per_angstrom": [[-0.65, 0.98, 0.42], [0.10, 0.05, 0.37], [-0.72, 0.21, 0.21], [0.98, -2.83, 0.17], [-0.54, -0.75, -1.13], [-0.84, -0.43, 0.53], [-3.88, -0.06, -0.49], [0.49, -1.20, 0.92], [0.66, -0.90, -0.55], [2.96, 3.71, 2.10], [1.43, 1.21, -2.56]], "total_energy_ha": -301.727982, "homo_ev": -16.27, "charge": 1, "mol_weight_g_mol": 85.1, "e_lumo_ev": -5.798}

---

{"formula": "C3H5N2O", "method": "the ωB97M-V functional and the def2-TZVPD basis", "elements": ["H", "H", "H", "H", "C", "H", "N", "C", "N", "O", "C"], "positions_angstrom": [[0.175530, -1.595286, 1.854027], [1.462672, -0.529521, -1.975055], [-1.067642, 0.724008, 1.836375], [0.335911, 1.300136, 0.915125], [-0.470847, 0.463258, 0.889810], [-0.952824, 0.352725, -2.591227], [0.232446, -0.884935, 0.974133], [0.693982, -1.282912, -0.167583], [0.708152, -0.350030, -1.272667], [-1.420758, 0.410886, 0.014715], [-0.407576, 0.136772, -1.757105]], "forces_ev_per_angstrom": [[0.11, 2.18, -2.94], [-0.38, 0.14, 0.85], [0.97, -0.86, -0.65], [-1.02, -1.37, -0.87], [1.22, 1.86, 4.38], [-1.21, 0.66, -2.30], [-0.08, -1.28, 0.38], [0.81, -1.11, 2.13], [-2.33, 0.94, -2.95], [0.48, -0.16, -6.27], [1.41, -1.00, 8.24]], "total_energy_ha": -301.549854, "homo_ev": [-14.58, -14.59], "charge": 1, "mol_weight_g_mol": 85.1, "e_lumo_ev": [-6.412, -6.403]}

---

{"formula": "C3H5N2O2", "method": "the ωB97M-V functional and the def2-TZVPD basis", "elements": ["H", "H", "O", "H", "H", "C", "N", "H", "C", "C", "O", "N"], "positions_angstrom": [[1.534246, 0.250608, 1.456129], [2.073321, 0.007384, 0.036692], [1.043402, -2.513546, 0.768406], [-2.587932, -1.824441, -1.062993], [-1.408601, 0.741192, -0.708095], [0.081448, -0.590206, 0.099216], [-1.796076, -1.460344, -0.578886], [0.994281, 1.400314, 0.338576], [1.158791, 0.311318, 0.366389], [-1.143522, -0.292544, -0.468197], [-1.006948, -2.459581, -0.065839], [0.147616, -1.882461, 0.353340]], "forces_ev_per_angstrom": [[-1.27, -0.27, -0.83], [2.39, -0.66, -2.25], [0.61, -1.42, 0.77], [-0.75, -0.02, -0.33], [-0.64, -0.78, -0.34], [-1.09, 2.29, -0.44], [1.49, 0.99, 0.88], [-0.28, -0.65, -0.88], [0.48, 1.95, 4.50], [0.30, -1.04, 0.22], [-1.54, -1.21, -0.57], [0.30, 0.81, -0.73]], "total_energy_ha": -376.844953, "homo_ev": [-14.99, -14.99], "smiles": "Cc1c[nH]o[n+]1=O", "charge": 1, "mol_weight_g_mol": 101.1, "e_lumo_ev": [-5.855, -5.855]}

---

{"formula": "C3H5N2O2", "method": "the ωB97M-V functional and the def2-TZVPD basis", "elements": ["H", "H", "N", "O", "O", "N", "H", "H", "C", "C", "C", "H"], "positions_angstrom": [[-0.580936, -1.010172, -1.682750], [-1.378970, 0.282218, 0.835097], [1.581086, -0.340802, 0.296917], [1.642881, 0.868203, -0.540189], [-0.230296, -1.727200, 0.264150], [-0.742888, 0.500762, 0.105593], [-1.179533, 1.299056, -0.522251], [1.713914, -2.234341, -0.676374], [0.740453, 0.771327, 0.447492], [1.125462, -1.505454, -0.040305], [-0.893746, -0.820969, -0.560346], [0.934700, 1.476741, 1.381150]], "forces_ev_per_angstrom": [[-0.91, 1.20, 2.03], [-0.36, 0.80, 2.05], [0.51, 1.01, 2.50], [-0.17, 1.26, -2.75], [-0.28, -0.16, 0.25], [-0.16, 1.44, -3.76], [1.08, -1.72, 1.54], [-0.93, 0.88, 1.04], [0.58, 1.05, 3.84], [-0.98, -2.45, -2.26], [2.66, -1.80, -2.51], [-1.04, -1.50, -1.97]], "total_energy_ha": -376.757424, "homo_ev": [-13.41, -14.94], "charge": 1, "mol_weight_g_mol": 101.1, "e_lumo_ev": [-6.141, -5.414]}

---

{"formula": "C3H5N2O2S", "method": "the ωB97M-V functional and the def2-TZVPD basis", "elements": ["H", "H", "S", "C", "O", "H", "C", "N", "H", "O", "N", "H", "C"], "positions_angstrom": [[-0.199995, 1.135298, -0.926202], [0.197650, 2.351276, 0.420138], [3.952903, 0.164937, 0.428526], [0.064386, 1.224784, 0.238444], [2.535737, -1.534350, 0.237193], [-0.679571, -1.349875, -0.549674], [0.323889, -1.809774, -0.324171], [1.297957, -1.044839, 0.035634], [-0.823463, 0.922416, 0.773321], [4.379782, 0.390681, -0.875316], [2.466978, 0.903776, 0.555851], [0.307674, -2.883376, -0.224880], [1.316580, 0.478339, 0.286059]], "forces_ev_per_angstrom": [[0.22, 0.34, 2.25], [0.18, -1.85, -0.20], [-3.89, -1.21, 1.41], [-0.64, 2.23, -3.22], [-0.76, 0.30, 0.04], [1.35, -0.21, 0.31], [-1.79, 1.73, 0.66], [2.21, -0.52, -0.16], [0.17, -0.68, 0.35], [1.33, 0.29, -2.05], [-0.02, 0.72, 0.11], [0.88, -0.15, -0.35], [0.75, -0.98, 0.85]], "total_energy_ha": -775.070953, "homo_ev": -15.22, "charge": 1, "mol_weight_g_mol": 133.2, "e_lumo_ev": -5.893}